1.
This record from the Open Molecules 2025 dataset describes one molecule with the formula C3H9NOS in a non-equilibrium geometry. The level of theory is ωB97M-V with the def2-TZVPD basis set.

Results
multiplicity = 1
ΔE to the lowest compared entry with this formula, charge and spin = 2.3352 eV
structure (SMILES) = OCNCCS

Positions of all 15 atoms, in Å:
C 0.533 0.204 -0.050
H 0.455 -1.847 0.377
O -2.806 0.785 0.795
N -0.868 0.100 -0.556
C -1.691 1.159 -0.077
H 3.864 -0.846 -0.356
H -2.564 -0.131 1.020
H -1.046 1.790 0.552
H 1.314 -1.558 -1.021
H 1.083 0.827 -0.696
S 2.917 -1.048 0.622
C 1.242 -1.138 -0.021
H -2.117 1.829 -0.817
H -0.954 -0.851 -0.736
H 0.637 0.723 0.963

2.
This record from the Open Molecules 2025 dataset describes a 6-piece molecular cluster, C23H58FN2O23P6 overall in a non-equilibrium geometry. The level of theory is ωB97M-V with the def2-TZVPD basis set.

Results
multiplicity = 1
total charge = +1

Positions of all 113 atoms, in Å:
H -11.793 -3.092 -7.612
H 6.032 -0.266 -0.687
C 4.288 -1.472 -0.317
H -10.290 -2.951 -6.667
O -12.271 -1.724 -4.780
C -0.287 -2.713 0.532
C -1.461 -1.728 0.650
H -13.441 -3.224 -1.690
H -13.130 -0.924 -6.465
H -14.196 -1.045 -5.055
H -1.081 -0.709 0.743
C -13.417 -1.550 -5.622
O 1.621 -3.593 2.833
H 5.248 5.510 -3.496
H -2.431 -1.451 4.702
H -0.446 -3.302 -0.366
P -11.689 -3.161 -4.442
P -5.540 -4.018 -2.139
O 7.533 5.346 -1.575
H 4.733 4.047 -4.363
H 6.255 4.845 -4.793
H 1.049 -1.271 1.356
H -6.333 0.285 6.489
O -6.713 -5.062 -2.287
H 4.530 -0.345 3.309
C 5.319 -0.609 0.045
O -4.765 -2.519 7.877
H 12.175 7.614 -1.601
H -8.041 -3.040 -1.988
C -5.563 -0.183 5.880
O -6.100 -2.650 -2.707
O 6.882 2.998 -0.708
H -3.478 -3.470 -0.654
O -5.526 -3.856 -0.559
P -3.738 -1.765 6.947
H -7.527 -1.344 -1.972
H -4.420 -2.474 0.485
C -11.120 -3.607 -6.926
H -8.104 -4.859 -3.806
H -10.736 -4.501 -7.410
O 11.465 6.074 0.598
H -3.606 -2.080 9.569
H -5.333 0.469 5.038
C 1.005 -1.916 0.487
H 0.964 -1.250 -0.378
H -7.927 -2.139 -3.503
H 4.220 -1.794 -1.341
H 11.392 7.033 4.130
C -7.477 -2.280 -2.524
C -4.566 -2.516 9.299
C 5.405 -0.179 1.365
O -11.853 -4.016 -5.762
H -2.856 -2.982 3.911
O 12.527 7.485 2.481
H 3.414 4.470 -0.207
C 4.467 -0.653 2.277
O -12.772 -3.859 -3.533
O -10.336 -3.087 -3.893
H -13.805 -2.498 -5.991
H -0.361 -3.350 1.406
H 11.679 5.655 3.050
C -7.171 -5.388 -3.611
H 6.194 0.504 1.634
H -6.431 -5.120 -4.365
H 14.744 8.523 0.761
H 12.994 6.270 4.079
C 15.044 7.500 0.539
O -4.256 -4.381 -2.738
H -11.675 -3.407 -1.805
O 5.198 4.909 -1.102
H 15.795 7.186 1.261
C 5.590 4.591 -3.970
C 12.123 6.546 3.488
O 6.288 3.738 -3.058
H 9.306 5.775 -0.604
H -4.078 -4.173 0.861
H 9.465 5.325 -2.310
O -4.379 -0.337 6.667
H 15.474 7.458 -0.460
C 12.357 8.583 -1.134
O -2.365 -1.669 7.435
P 12.473 7.069 0.959
C 3.971 4.178 -1.093
H -5.937 -1.136 5.506
P 6.520 4.149 -1.537
H -12.715 -4.842 -1.732
H 2.081 -2.678 -1.527
C -4.302 -3.471 0.059
O 1.193 -5.191 0.934
H 3.390 4.434 -1.979
H 9.142 4.080 -1.083
C 8.944 5.107 -1.380
N 3.471 -1.474 1.951
H -4.604 -3.545 9.648
H -7.349 -6.459 -3.645
H -5.371 -1.949 9.764
C -12.634 -3.824 -2.105
C -3.250 -2.122 4.442
P 2.323 -4.259 1.567
H 4.147 3.101 -1.071
C 3.423 -1.845 0.696
H -3.956 -1.600 3.796
N 2.256 -2.742 0.389
H 11.592 9.286 -1.452
O 13.941 6.588 0.594
H 1.593 -5.812 0.311
H 2.000 -4.030 3.608
H 13.334 8.957 -1.439
O -3.935 -2.591 5.608
O 2.352 -3.331 -0.865
H -2.102 -1.746 -0.225
F -2.188 -1.985 1.790
O 12.308 8.496 0.296

no.,electronic energy (Eh),HOMO-LUMO gap (eV)
1,-647.81227,9.90
2,-4899.41290,9.56